Arrangement w

25
Properties=species:S:1:pos:R:3 method="wB97M-V/def2-TZVPD" charge=+1 smiles=CCCNC[C@@H](C)[NH3+] orbital_gap_ev=9.7 homo_ha=-0.478
N -1.66 -1.77 -0.92
C -0.95 -1.92 0.41
C -1.91 -1.18 1.44
C 0.43 -1.23 0.38
N 0.09 0.10 -0.14
C 0.88 0.69 -1.23
C 1.84 1.80 -0.68
C 1.39 2.73 0.43
H -1.13 -2.22 -1.66
H -1.70 -0.77 -1.12
H -2.57 -2.25 -0.88
H -0.89 -2.99 0.62
H -1.29 -0.49 2.03
H -2.63 -0.48 1.06
H -2.41 -1.83 2.13
H 1.03 -1.79 -0.36
H 0.85 -1.28 1.44
H -0.03 0.84 0.54
H 1.48 -0.07 -1.72
H 0.30 1.12 -2.03
H 2.23 2.47 -1.46
H 2.77 1.39 -0.27
H 0.93 2.21 1.27
H 2.30 3.39 0.68
H 0.67 3.51 0.06

Arrangement x

25
Properties=species:S:1:pos:R:3 method="wB97M-V/def2-TZVPD" charge=+1 orbital_gap_ev=4.5 homo_ha=-0.447
N 3.16 -0.96 0.78
C 2.17 -0.31 -0.09
C 2.73 0.51 -1.25
C 1.19 0.48 0.69
N -2.94 0.03 -0.07
C -1.61 -0.20 0.47
C -1.13 -1.63 0.12
C -3.29 1.36 -0.50
H 2.66 -1.34 1.59
H -3.58 -0.42 0.57
H 3.76 -0.25 1.19
H 1.63 -1.09 -0.66
H 1.87 0.96 -1.77
H 3.05 -0.13 -2.08
H 3.53 1.18 -0.97
H 1.00 1.51 0.41
H 1.34 0.33 1.77
H -0.95 0.52 -0.07
H -1.48 0.02 1.54
H -0.10 -1.63 0.44
H -1.22 -1.83 -0.95
H -1.62 -2.34 0.78
H -2.75 1.60 -1.42
H -4.36 1.44 -0.66
H -3.06 2.20 0.16

Short version: arrangement w is the most stable of them.

Arrangement w

25
Properties=species:S:1:pos:R:3 method="wB97M-V/def2-TZVPD" charge=+1 orbital_gap_ev=5.2 homo_ha=-0.488
N 2.42 1.63 0.71
C -2.29 1.60 1.68
C -1.98 0.59 0.57
N -0.61 0.37 0.37
C 1.20 -2.72 -0.80
C 0.95 -1.43 -0.07
C -0.28 -0.56 -0.58
C 0.18 0.14 -1.89
H 2.61 2.51 0.26
H 1.44 1.41 0.59
H -2.40 2.59 1.25
H -1.47 1.58 2.40
H -3.23 1.34 2.17
H -2.50 -0.36 0.76
H -2.46 0.96 -0.35
H 2.54 1.72 1.71
H 1.08 -3.64 -0.21
H 2.15 -2.81 -1.33
H 0.47 -2.92 -1.62
H 0.73 -1.65 0.98
H 1.82 -0.77 -0.09
H -1.12 -1.24 -0.81
H 0.74 1.06 -1.64
H -0.58 0.49 -2.60
H 0.86 -0.48 -2.48

Arrangement x

25
Properties=species:S:1:pos:R:3 method="wB97M-V/def2-TZVPD" charge=+1 smiles=CCCNCC[NH2+]C orbital_gap_ev=10.5 homo_ha=-0.500
C -0.84 -0.25 -1.30
N 0.23 0.03 -0.25
C 0.78 1.44 -0.30
C 2.04 1.45 0.67
C 2.17 2.87 1.15
C -2.02 -0.70 -0.52
N -1.71 -1.92 0.46
C -0.91 -3.03 -0.19
H -1.19 0.73 -1.81
H -0.53 -0.97 -2.05
H 1.00 -0.56 -0.70
H 1.15 1.64 -1.33
H -0.08 2.17 0.07
H 2.97 0.97 0.14
H 1.60 0.79 1.74
H 1.36 3.16 1.95
H 3.15 3.05 1.65
H 1.98 3.60 0.35
H -2.24 0.14 0.31
H -2.91 -0.92 -1.22
H -1.08 -1.49 1.16
H -2.63 -2.29 0.83
H -1.30 -3.03 -1.23
H -1.15 -3.97 0.43
H 0.16 -2.91 -0.02

Arrangement y

25
Properties=species:S:1:pos:R:3 method="wB97M-V/def2-TZVPD" charge=+1 orbital_gap_ev=5.0 homo_ha=-0.497
N 0.75 -0.50 -0.71
C 1.87 0.34 -0.31
C 2.48 1.26 -1.44
C 3.02 -0.39 0.45
N -1.17 -1.53 0.63
C -1.94 -0.46 1.46
C -2.99 0.31 0.57
C -2.25 0.96 -0.63
H -0.16 -1.44 0.27
H 1.08 -1.10 -1.42
H -1.50 -2.46 1.01
H 1.47 1.09 0.44
H 3.18 0.78 -2.12
H 1.66 1.84 -1.95
H 3.20 1.90 -0.96
H 3.33 0.30 1.42
H 3.95 -0.74 -0.20
H 2.75 -1.50 0.78
H -2.48 -0.79 2.36
H -1.13 0.21 1.87
H -3.58 1.02 1.06
H -3.63 -0.48 0.24
H -3.08 1.10 -1.36
H -1.94 2.04 -0.51
H -1.31 0.32 -0.97

Arrangement z

25
Properties=species:S:1:pos:R:3 method="wB97M-V/def2-TZVPD" charge=+1 orbital_gap_ev=5.1 homo_ha=-0.510
C 0.51 1.20 -0.57
N -0.78 1.70 -0.01
C -1.94 1.32 -0.80
C -3.24 1.71 -0.07
C 1.07 0.02 0.16
N 0.01 -0.94 0.11
C 2.93 -1.70 0.26
C 2.38 -0.47 -0.46
H 1.24 2.07 -0.65
H 0.33 0.85 -1.59
H -0.86 1.26 0.90
H -1.93 0.22 -1.02
H -1.90 1.86 -1.79
H -3.23 1.20 0.89
H -3.26 2.74 0.15
H -4.12 1.39 -0.65
H 1.31 0.40 1.24
H -1.48 -3.17 2.36
H 0.29 -1.82 0.61
H -1.79 -3.34 1.63
H 3.84 -2.10 -0.19
H 3.20 -1.48 1.31
H 2.16 -2.51 0.20
H 2.13 -0.76 -1.53
H 3.13 0.35 -0.45

Short version: arrangement x is the most stable of them.